A 8-piece molecular cluster, C24H33BrCl14N2O2S overall in a non-equilibrium geometry. Source: OMol25; level of theory: ωB97M-V/def2-TZVPD.

The geometry in XYZ format:
```
77
C24H33BrCl14N2O2S | OMol25 | ωB97M-V/def2-TZVPD
C 3.696 2.883 -0.319
C 4.255 1.350 -0.674
C 5.507 1.088 0.398
C 3.066 0.229 -0.425
C 1.604 0.658 -1.061
C 0.541 -0.547 -0.697
C 0.982 -2.158 -0.742
C -0.057 -3.400 -0.383
C -1.586 -2.981 0.056
N -2.670 -3.999 0.466
C -2.707 -3.840 1.857
S -2.528 -3.719 3.577
C -2.055 -1.401 0.083
C -1.011 -0.197 -0.300
C -1.837 1.214 -0.182
O -1.277 2.418 -0.321
N -3.257 0.784 0.152
C -4.341 1.133 -0.860
C -5.406 2.232 -0.187
C -6.645 1.460 0.623
Br -6.156 3.465 -1.623
C -3.485 -0.687 0.449
O -4.541 -1.356 0.919
H 3.203 2.879 0.744
H 4.657 3.577 -0.393
H 2.860 3.154 -1.093
H 4.672 1.283 -1.786
H 5.507 -0.005 0.838
H 5.394 1.863 1.292
H 6.537 1.265 -0.171
H 3.428 -0.754 -0.975
H 2.978 0.012 0.725
H 1.206 1.627 -0.530
H 1.652 0.849 -2.225
H 2.084 -2.477 -1.019
H 0.220 -4.538 -0.419
H -3.905 1.550 -1.879
H -5.020 0.191 -1.133
H -4.844 2.873 0.638
H -6.799 0.363 0.241
H -6.294 1.369 1.758
H -7.629 2.120 0.594
Cl 6.570 3.279 3.166
C 8.160 2.566 3.466
Cl 8.560 1.362 2.235
H 8.914 3.356 3.449
H 8.153 2.083 4.447
Cl -1.509 -8.062 5.751
C -1.939 -6.457 6.356
Cl -0.883 -5.977 7.690
H -1.839 -5.733 5.545
H -2.973 -6.476 6.710
Cl -5.245 0.508 -3.645
C -4.526 -1.064 -4.018
Cl -3.843 -1.810 -2.568
H -5.298 -1.720 -4.426
H -3.731 -0.926 -4.755
Cl 9.667 2.323 6.387
C 10.504 0.766 6.443
Cl 10.900 0.198 4.816
H 11.428 0.880 7.015
H 9.857 0.032 6.929
Cl -3.211 -0.938 -6.835
C -2.409 0.368 -7.717
Cl -1.873 1.643 -6.616
H -1.540 -0.038 -8.241
H -3.110 0.792 -8.439
Cl -1.809 -5.987 -5.632
C -2.239 -4.382 -5.026
Cl -1.183 -3.902 -3.693
H -2.139 -3.658 -5.838
H -3.273 -4.401 -4.673
Cl -4.867 4.909 1.703
C -3.558 5.877 1.014
Cl -3.204 7.282 2.026
H -2.660 5.258 0.938
H -3.855 6.220 0.020
```

Summary:
Net charge = 0
Multiplicity = 1
Gap between HOMO and LUMO = 7.331 eV
HOMO energy = -8.888 eV
SMILES = CC(C)CCc1ccc(N=C=S)c2c1C(=O)N(C[C@H](C)Br)C2=O.ClCCl.ClCCl.ClCCl.ClCCl.ClCCl.ClCCl.ClCCl
LUMO energy = -1.557 eV


C24H33BrI2IrN4OPS as an isolated structure in a non-equilibrium geometry. Source: OMol25; level of theory: ωB97M-V/def2-TZVPD.

The geometry in XYZ format:
```
68
C24H33BrI2IrN4OPS | OMol25 | ωB97M-V/def2-TZVPD
Ir 0.197 -0.027 -0.308
I -3.795 3.394 0.412
C -3.854 1.319 0.234
C -5.082 0.637 0.181
C -5.124 -0.728 0.073
I -6.984 -1.667 -0.065
C -3.918 -1.467 0.039
C -3.820 -2.875 0.000
C -2.590 -3.478 -0.044
C -1.437 -2.688 -0.058
N -1.488 -1.372 -0.017
C -2.702 -0.749 0.047
C -2.658 0.644 0.139
O -1.477 1.231 0.166
H -6.002 1.203 0.225
H -4.723 -3.471 0.014
H -2.497 -4.554 -0.073
H -0.452 -3.141 -0.087
N 0.734 2.659 3.725
C 0.111 2.254 2.624
N -0.234 3.122 1.689
S -0.195 0.569 2.427
H 0.891 3.637 3.922
H 0.923 2.003 4.466
H -0.159 4.119 1.831
H -0.796 2.783 0.911
Br -0.377 2.571 -2.197
C -0.238 0.986 -3.187
C -0.332 1.029 -4.564
C -0.193 -0.156 -5.267
C 0.006 -1.337 -4.565
C 0.072 -1.293 -3.192
N -0.043 -0.148 -2.498
H -0.503 1.968 -5.069
H -0.245 -0.157 -6.347
H 0.115 -2.282 -5.078
H 0.218 -2.194 -2.613
C 3.247 -1.109 -2.098
C 3.754 -0.812 -0.689
C 5.164 -0.212 -0.726
P 2.521 0.161 0.308
C 2.817 1.990 0.206
C 3.883 2.575 1.131
C 3.049 2.406 -1.254
C 2.829 -0.430 2.033
C 2.112 -1.777 2.215
C 4.295 -0.563 2.445
H 3.914 -1.818 -2.590
H 3.209 -0.207 -2.712
H 2.254 -1.552 -2.065
H 3.785 -1.761 -0.144
H 5.251 0.538 -1.509
H 5.882 -1.001 -0.950
H 5.457 0.236 0.219
H 1.849 2.394 0.517
H 4.885 2.250 0.856
H 3.703 2.333 2.179
H 3.856 3.662 1.034
H 4.087 2.252 -1.540
H 2.817 3.462 -1.385
H 2.415 1.841 -1.937
H 2.339 0.306 2.668
H 2.576 -2.550 1.598
H 1.059 -1.709 1.945
H 2.175 -2.097 3.255
H 4.791 -1.379 1.919
H 4.327 -0.797 3.510
H 4.865 0.351 2.299
```

Summary:
Net charge = +2
Multiplicity = 1
Gap between HOMO and LUMO (alpha / beta) = 5.179 / 5.170 eV
HOMO energy (alpha / beta) = -12.776 / -12.765 eV
LUMO energy (alpha / beta) = -7.597 / -7.595 eV


C24H33BrO2S4SbW as an isolated structure in a non-equilibrium geometry. Source: OMol25; level of theory: ωB97M-V/def2-TZVPD.

The geometry in XYZ format:
```
66
C24H33BrO2S4SbW | OMol25 | ωB97M-V/def2-TZVPD
W 0.547 0.385 -0.587
C 0.845 -1.253 1.078
C -0.547 -1.125 0.753
C -0.676 -1.507 -0.654
C 0.657 -1.808 -1.116
C 1.585 -1.688 -0.036
C 3.027 -2.151 0.007
C 3.900 -1.063 0.646
C 3.551 -2.467 -1.396
C 3.095 -3.425 0.863
C -1.886 -1.725 -1.574
C -2.847 -2.754 -0.966
C -2.609 -0.403 -1.879
C -1.430 -2.270 -2.936
C -1.525 -0.865 1.909
C -1.884 -2.213 2.555
C -2.816 -0.123 1.541
C -0.824 -0.002 2.981
H 1.265 -1.131 2.062
H 0.903 -2.263 -2.061
H 3.845 -0.147 0.057
H 4.941 -1.387 0.683
H 3.578 -0.836 1.664
H 3.438 -1.608 -2.057
H 3.024 -3.318 -1.831
H 4.611 -2.719 -1.346
H 2.766 -3.234 1.887
H 4.124 -3.787 0.893
H 2.466 -4.209 0.439
H -3.305 -2.389 -0.050
H -2.315 -3.682 -0.745
H -3.645 -2.974 -1.677
H -2.893 0.137 -0.981
H -3.511 -0.599 -2.464
H -1.956 0.243 -2.466
H -0.946 -3.244 -2.851
H -0.754 -1.573 -3.434
H -2.305 -2.389 -3.576
H -2.441 -2.846 1.865
H -2.504 -2.040 3.437
H -0.982 -2.746 2.860
H -3.466 -0.714 0.900
H -2.587 0.819 1.049
H -3.373 0.097 2.454
H -0.100 -0.578 3.558
H -1.561 0.384 3.687
H -0.313 0.850 2.529
S 5.294 1.135 -4.628
Sb 3.258 2.216 -4.501
S 0.629 1.622 -2.629
S 2.429 0.855 -2.041
S 2.123 1.271 -6.271
Br 1.114 6.922 3.148
C -0.032 5.962 1.964
C -1.215 6.559 1.558
C -2.066 5.839 0.730
C -1.742 4.558 0.326
C -0.541 3.980 0.732
C 0.329 4.697 1.559
C -0.165 2.636 0.307
O 1.024 2.189 0.422
O -1.005 1.810 -0.183
H -1.458 7.563 1.874
H -2.993 6.291 0.402
H -2.402 3.996 -0.320
H 1.252 4.235 1.878
```

Summary:
Net charge = -1
Multiplicity = 1
Gap between HOMO and LUMO (alpha / beta) = 4.383 / 4.383 eV
HOMO energy (alpha / beta) = -3.335 / -3.336 eV
LUMO energy (alpha / beta) = 1.047 / 1.048 eV